Entry 1:
60
Properties=species:S:1:pos:R:3:mulliken_charge:R:1 method="wB97M-V/def2-TZVPD" total_charge=+1
C 5.31 -2.84 4.14 -0.828
O 5.28 -1.43 3.81 -0.428
C 4.39 -1.02 2.87 0.912
C 4.32 0.37 2.59 -0.891
C 3.45 0.85 1.65 -0.271
C 2.59 -0.01 0.91 0.664
C 1.70 0.49 -0.09 -0.338
C 1.19 -0.34 -1.07 -0.885
C 0.26 0.02 -2.04 -0.353
C -0.36 -0.92 -2.92 0.650
C -1.10 -0.46 -4.04 -0.576
C -1.73 -1.34 -4.89 -0.703
C -1.68 -2.74 -4.63 0.922
O -2.37 -3.55 -5.48 -0.422
C -2.37 -4.97 -5.17 -0.816
C -0.95 -3.21 -3.51 -0.568
C -0.29 -2.32 -2.69 -0.744
C 2.72 -1.40 1.16 -0.803
C 3.58 -1.91 2.12 -0.666
H 5.99 -2.91 4.99 0.249
H 4.31 -3.19 4.43 0.361
H 5.69 -3.43 3.30 0.347
H 4.98 1.04 3.14 0.432
H 3.42 1.92 1.43 0.508
H 1.54 1.57 -0.16 0.644
H 1.60 -1.35 -1.14 0.676
H 0.02 1.07 -2.17 0.382
H -1.14 0.61 -4.24 0.396
H -2.27 -1.00 -5.76 0.437
H -3.01 -5.42 -5.93 0.244
H -1.36 -5.39 -5.24 0.348
H -2.77 -5.15 -4.17 0.354
H -0.90 -4.28 -3.31 0.396
H 0.27 -2.70 -1.84 0.387
H 2.10 -2.10 0.58 0.478
H 3.64 -2.99 2.29 0.401
C 1.13 4.74 0.91 -1.162
S 0.84 3.13 1.75 0.680
C 0.60 3.74 3.46 -1.134
C -0.72 2.76 1.16 -0.761
C -1.37 1.48 1.23 0.559
C -2.84 1.43 0.88 0.254
C -3.71 2.49 1.15 -0.322
C -5.09 2.37 0.92 -0.647
C -5.60 1.16 0.42 0.099
Br -7.45 0.94 0.15 -0.171
C -4.74 0.09 0.14 -0.582
C -3.37 0.23 0.37 -0.345
O -0.79 0.43 1.56 -0.693
H 2.17 5.05 1.07 0.433
H 0.96 4.59 -0.17 0.369
H 0.44 5.49 1.32 0.415
H 1.59 3.99 3.86 0.392
H -0.06 4.62 3.44 0.374
H 0.15 2.91 4.02 0.376
H -1.26 3.62 0.77 0.323
H -3.32 3.41 1.58 0.363
H -5.77 3.19 1.15 0.405
H -5.16 -0.85 -0.23 0.408
H -2.70 -0.60 0.17 0.470

***

Entry 2:
103
Properties=species:S:1:pos:R:3:mulliken_charge:R:1 method="wB97M-V/def2-TZVPD" total_charge=-3
N -14.20 22.97 -10.87 -0.547
H -14.60 23.35 -10.03 0.345
H -14.91 22.36 -11.25 0.338
H -13.42 22.35 -10.68 0.414
H -14.11 23.76 -11.49 0.370
N -11.53 23.96 -5.25 -2.138
H -12.48 23.64 -5.24 0.514
H -10.97 23.62 -4.48 0.840
H -11.34 24.94 -5.43 0.940
H -11.20 23.42 -6.03 0.306
B -19.41 25.63 -11.94 0.199
H -19.17 24.84 -11.24 -0.308
H -18.73 26.47 -11.87 -0.319
H -19.41 25.27 -12.95 -0.238
H -20.38 26.04 -11.73 -0.277
C -10.76 19.50 -9.22 0.524
O -11.37 19.21 -10.27 -0.790
O -10.69 18.56 -8.40 -0.786
O -10.58 20.70 -8.90 -0.793
C -16.79 24.61 -5.76 0.566
O -16.37 23.79 -4.93 -0.713
O -17.68 25.41 -5.44 -0.681
O -16.50 24.60 -6.91 -0.623
C -17.12 29.03 -9.42 -0.828
O -18.41 28.76 -8.79 -0.154
C -19.32 29.84 -8.92 -0.594
C -20.50 29.53 -8.08 -0.818
N -21.27 28.35 -8.45 -0.084
C -22.15 27.83 -7.39 -0.722
C -22.45 26.31 -7.61 -0.617
O -21.32 25.64 -8.01 -0.161
C -21.36 24.22 -8.25 -0.901
H -17.33 29.22 -10.47 0.295
H -16.41 28.22 -9.28 0.232
H -16.70 29.90 -8.91 0.332
H -19.56 29.96 -9.98 0.342
H -18.78 30.72 -8.57 0.394
H -21.21 30.35 -8.17 0.376
H -20.17 29.49 -7.04 0.374
H -21.84 28.67 -9.23 0.194
H -23.09 28.35 -7.21 0.325
H -21.64 27.85 -6.43 0.375
H -23.29 26.24 -8.31 0.289
H -22.67 25.93 -6.62 0.356
H -21.98 23.85 -9.06 0.274
H -21.75 23.77 -7.34 0.392
H -20.35 23.82 -8.25 0.289
C -15.32 16.36 -8.55 -0.820
O -14.24 15.43 -8.36 -0.186
C -14.57 14.21 -7.60 -0.593
C -13.34 13.40 -7.36 -0.721
N -12.82 12.88 -8.66 -0.220
C -11.49 12.14 -8.57 -0.813
C -10.70 12.52 -9.80 -0.572
O -10.66 13.97 -10.04 -0.191
C -9.85 14.35 -11.15 -0.778
H -16.07 16.02 -9.26 0.296
H -14.93 17.23 -9.07 0.291
H -15.77 16.71 -7.62 0.290
H -15.36 13.65 -8.11 0.298
H -14.91 14.50 -6.61 0.350
H -13.54 12.53 -6.73 0.373
H -12.51 13.78 -6.76 0.473
H -13.46 12.20 -9.04 0.207
H -11.57 11.07 -8.40 0.388
H -10.88 12.46 -7.72 0.369
H -11.16 12.08 -10.69 0.310
H -9.68 12.16 -9.73 0.410
H -8.83 14.19 -10.82 0.276
H -9.87 15.43 -11.25 0.287
H -10.22 13.81 -12.02 0.274
C -11.99 19.89 -16.77 0.584
O -12.25 19.77 -17.94 -0.644
N -12.20 18.94 -15.89 -0.421
N -11.64 21.02 -16.17 -0.508
H -12.90 18.23 -16.03 0.223
H -12.07 19.09 -14.90 0.247
H -12.09 21.24 -15.29 0.246
H -11.55 21.83 -16.75 0.241
C -7.51 25.84 -9.93 0.507
O -7.11 26.96 -9.87 -0.600
N -7.02 24.87 -9.10 -0.359
N -8.57 25.35 -10.55 -0.352
H -7.52 23.99 -9.07 0.140
H -6.20 24.89 -8.52 0.185
H -8.74 24.38 -10.35 0.218
H -8.69 25.78 -11.46 0.227
C -14.79 26.90 -15.73 0.652
O -14.15 26.37 -14.80 -0.668
N -14.31 27.54 -16.76 -0.418
N -16.11 26.86 -15.80 -0.384
H -14.98 27.75 -17.49 0.178
H -13.31 27.43 -16.73 0.258
H -16.54 26.47 -14.97 0.241
H -16.54 27.31 -16.60 0.126
C -18.70 19.49 -13.56 0.577
O -17.68 20.13 -13.32 -0.635
N -18.78 18.24 -13.96 -0.427
N -19.91 20.01 -13.52 -0.407
H -17.94 17.73 -13.73 0.263
H -19.67 17.77 -13.90 0.197
H -20.68 19.50 -13.94 0.155
H -19.97 20.97 -13.22 0.258

***

Entry 3:
26
Properties=species:S:1:pos:R:3:mulliken_spin:R:1 method="wB97M-V/def2-TZVPD" multiplicity=4
Ag 3.86 1.75 -1.49 -0.022
Ni 5.37 -1.89 1.44 0.971
C 7.67 0.09 -0.60 -0.051
O 7.07 0.46 -1.67 0.297
O 7.83 -1.07 -0.27 0.188
O 6.83 0.45 0.22 0.593
C 1.87 -0.69 0.82 -0.049
O 1.65 0.44 0.52 0.228
O 2.66 -1.08 -0.04 0.549
O 2.50 -0.86 1.85 0.297
Cl -3.02 3.27 4.66 0.000
C -3.39 1.82 3.72 0.000
C -2.91 2.13 2.24 0.000
Cl -3.97 3.30 1.35 0.000
H -4.47 1.75 3.81 0.000
H -2.92 0.93 4.16 0.000
H -2.85 1.19 1.70 0.000
H -1.89 2.52 2.20 0.000
Cl -4.03 -3.44 -3.28 0.000
C -2.53 -2.51 -2.79 0.000
C -2.67 -1.06 -3.13 0.000
Cl -3.15 -0.86 -4.91 0.000
H -1.72 -3.06 -3.27 0.000
H -2.44 -2.59 -1.71 0.000
H -1.84 -0.39 -2.90 0.000
H -3.51 -0.60 -2.62 0.000

***

Entry 4:
45
Properties=species:S:1:pos:R:3:mulliken_charge:R:1 method="wB97M-V/def2-TZVPD" total_charge=+1
C 0.17 -1.15 -0.52 0.332
C 1.46 -0.79 -1.27 -0.532
C 2.63 -0.24 -0.43 -0.878
C 1.49 2.99 1.55 -1.413
C 1.40 1.77 0.70 0.437
C 2.43 0.98 0.43 -0.774
N 0.41 -2.11 0.58 0.132
H -0.26 -0.25 -0.09 -0.610
H -0.58 -1.39 -1.27 0.345
H 1.78 -1.65 -1.87 0.427
H 1.29 -0.12 -2.11 -0.087
H 3.16 -1.06 0.03 0.615
H 3.39 0.06 -1.16 0.462
H 0.76 3.76 1.30 0.361
H 1.48 2.61 2.57 0.280
H 2.41 3.59 1.50 0.367
H 0.46 1.58 0.20 0.283
H 3.42 1.33 0.73 0.372
H 0.01 -3.02 0.35 0.436
H -0.11 -1.82 1.42 0.232
H 1.38 -2.30 0.85 0.379
H -1.62 -0.70 3.27 0.298
H -0.99 0.28 2.38 0.218
O -0.99 -0.67 2.54 -0.616
H 2.71 -0.83 2.23 0.284
H 2.96 -2.01 3.08 0.294
O 2.65 -1.80 2.19 -0.635
H -1.66 2.75 -1.62 0.381
H -2.54 3.95 -1.15 0.317
O -2.55 3.01 -1.34 -0.659
H 0.86 2.99 -2.21 0.296
H 0.17 1.72 -2.48 0.291
O 0.21 2.41 -1.80 -0.646
H -3.28 1.64 1.41 0.258
H -2.38 1.34 0.31 0.322
O -2.79 0.88 1.06 -0.541
H -4.95 -1.74 -0.70 0.302
H -3.75 -0.99 -0.20 0.319
O -4.28 -1.78 -0.01 -0.648
H 0.58 -0.85 -4.28 0.292
H 0.03 -2.38 -4.02 0.286
O 0.14 -1.48 -3.71 -0.582
H -2.26 -2.26 1.02 0.279
H -2.84 -3.26 0.07 0.357
O -1.99 -3.00 0.45 -0.634

***

Entry 5:
16
Properties=species:S:1:pos:R:3:mulliken_spin:R:1 method="wB97M-V/def2-TZVPD" total_charge=+3 multiplicity=2
H -1.99 -0.67 -0.88 0.051
C -1.65 0.62 0.79 0.161
H -2.30 0.26 1.65 0.139
H -1.82 1.67 1.20 0.150
C -2.14 0.37 -0.55 0.027
H -1.71 1.05 -1.30 0.063
H -3.17 0.69 -0.16 0.004
O -0.17 0.26 1.30 0.344
C 0.90 -0.15 0.59 -0.030
O 1.83 -0.64 1.21 0.032
Ba 3.21 -1.30 3.52 0.000
O 0.81 0.01 -0.66 0.048
C 1.88 -0.46 -1.52 0.002
H 2.80 0.07 -1.26 0.004
H 1.97 -1.55 -1.40 0.005
H 1.55 -0.21 -2.53 0.000

***

Entry 6:
58
Properties=species:S:1:pos:R:3:mulliken_spin:R:1 method="wB97M-V/def2-TZVPD" total_charge=+2 multiplicity=2
Tc -0.03 0.35 -0.04 1.098
C -3.77 -0.36 -2.09 -0.014
C -4.48 -1.25 -1.29 0.017
C -3.99 -1.56 -0.04 -0.017
C -2.77 -1.00 0.39 0.030
N -2.02 -0.24 -0.45 -0.044
C -2.56 0.12 -1.62 0.028
N -2.42 -1.25 1.66 -0.036
C -1.38 -0.90 2.31 -0.002
N -0.25 -0.26 1.80 -0.102
C 0.67 -0.11 2.84 0.054
N 1.84 0.41 2.77 -0.044
C 2.38 1.13 1.77 0.008
C 3.69 1.61 1.99 -0.019
C 4.26 2.48 1.09 0.012
C 3.50 2.90 0.00 -0.016
C 2.25 2.34 -0.19 0.017
N 1.72 1.43 0.63 -0.029
C 0.10 -0.67 4.06 -0.012
C 0.58 -0.72 5.35 0.007
C -0.26 -1.26 6.32 0.001
C -1.52 -1.74 6.00 0.001
C -2.01 -1.69 4.70 0.003
C -1.18 -1.15 3.73 0.015
H -4.15 -0.04 -3.04 0.000
H -5.41 -1.67 -1.64 0.000
H -4.52 -2.20 0.64 0.001
H -2.00 0.83 -2.22 0.001
H 4.20 1.28 2.88 0.001
H 5.25 2.87 1.25 0.000
H 3.87 3.63 -0.69 0.000
H 1.66 2.65 -1.04 -0.002
H 1.56 -0.35 5.60 0.000
H 0.08 -1.30 7.35 0.000
H -2.15 -2.15 6.78 0.000
H -2.99 -2.06 4.45 0.000
C -0.54 -2.74 -1.92 -0.003
C 0.12 -2.08 -3.11 -0.001
S 0.43 -0.28 -2.90 0.002
C 2.16 -0.19 -3.50 0.002
C 3.19 -0.98 -2.70 0.004
S 3.04 -0.64 -0.91 0.042
C 3.07 -2.29 -0.13 -0.004
C 1.95 -3.22 -0.54 0.001
S 0.26 -2.52 -0.29 -0.036
H -1.54 -2.34 -1.77 0.003
H -0.62 -3.82 -2.10 -0.001
H 1.07 -2.54 -3.37 0.000
H -0.55 -2.17 -3.97 0.000
H 2.14 -0.52 -4.54 0.000
H 2.39 0.87 -3.47 0.000
H 3.10 -2.06 -2.85 0.000
H 4.18 -0.67 -3.03 0.003
H 4.03 -2.75 -0.33 0.002
H 3.00 -2.05 0.93 -0.001
H 2.04 -3.53 -1.58 -0.001
H 1.99 -4.12 0.08 -0.001
F -0.44 1.95 -0.87 0.033

***

Entry 7:
135
Properties=species:S:1:pos:R:3:mulliken_charge:R:1 method="wB97M-V/def2-TZVPD" total_charge=-1
C 5.03 -6.78 -2.18 -0.810
O 5.90 -5.80 -1.67 -0.309
C 5.21 -4.68 -1.13 -1.606
C 4.59 -3.74 -2.16 1.767
O 3.56 -3.07 -1.45 -0.870
B 3.30 -1.80 -2.13 0.085
C 2.19 -1.78 -3.33 0.576
C 0.78 -2.33 -3.08 -1.514
C 0.69 -3.84 -2.77 0.221
C 0.12 -4.60 -3.96 -1.537
N 0.98 -4.43 -5.12 0.408
C 2.25 -4.91 -5.20 -0.853
C 2.80 -4.49 -6.40 -0.666
C 1.80 -3.72 -7.06 -0.416
C 0.68 -3.72 -6.25 -0.548
C 3.03 -0.56 -1.06 0.291
Br 3.93 1.09 -1.38 -0.214
C 2.22 -0.68 -0.03 0.266
C 1.51 -1.94 0.37 -0.924
Br 1.84 0.76 1.22 -0.281
O 4.62 -1.51 -2.81 -0.460
C 5.47 -2.59 -2.77 2.329
C 5.93 -3.06 -4.19 -1.406
C 6.73 -2.33 -1.95 -2.420
H 4.62 -6.48 -3.15 0.237
H 4.19 -6.97 -1.50 0.371
H 5.59 -7.70 -2.29 0.252
H 5.90 -4.13 -0.50 0.447
H 4.39 -5.02 -0.49 0.421
H 4.09 -4.28 -2.98 -0.846
H 2.61 -2.24 -4.23 -0.622
H 2.06 -0.72 -3.59 0.403
H 0.29 -1.76 -2.28 0.560
H 0.19 -2.15 -3.99 0.662
H 1.65 -4.27 -2.52 -0.015
H 0.03 -3.99 -1.92 0.490
H -0.87 -4.22 -4.20 0.408
H 0.01 -5.67 -3.75 0.399
H 2.68 -5.48 -4.40 0.736
H 3.80 -4.69 -6.73 0.434
H 1.91 -3.21 -8.00 0.588
H -0.26 -3.23 -6.38 0.370
H 1.45 -2.64 -0.46 -0.116
H 2.05 -2.44 1.18 0.339
H 0.50 -1.71 0.71 0.460
H 5.60 -2.36 -4.96 0.127
H 7.02 -3.10 -4.25 0.512
H 5.57 -4.05 -4.44 0.145
H 7.26 -3.28 -1.84 0.389
H 6.49 -1.94 -0.96 0.314
H 7.38 -1.66 -2.52 0.576
C -1.22 5.37 2.93 0.046
O -2.10 5.84 3.63 -0.579
N -0.27 4.52 3.36 0.210
C 0.75 3.98 2.47 -0.986
C -0.29 4.14 4.76 -0.448
H -1.13 5.61 1.85 0.284
H 0.69 2.89 2.43 0.285
H 1.74 4.26 2.83 0.324
H 0.61 4.37 1.47 0.313
H -1.24 3.67 5.00 -0.137
H -0.19 5.03 5.38 0.247
H 0.52 3.44 4.97 0.352
C 4.23 -0.72 -8.97 0.031
O 3.59 -1.72 -9.25 -0.560
N 4.29 -0.20 -7.73 0.224
C 5.07 0.99 -7.43 -0.898
C 3.56 -0.85 -6.66 -0.798
H 4.83 -0.17 -9.71 0.224
H 5.84 0.76 -6.69 0.302
H 4.43 1.78 -7.04 0.306
H 5.56 1.35 -8.34 0.313
H 3.89 -1.88 -6.54 -0.032
H 2.49 -0.88 -6.89 0.399
H 3.72 -0.32 -5.72 0.461
C -3.47 1.48 6.96 0.063
O -2.27 1.71 7.02 -0.549
N -4.32 2.13 6.15 0.261
C -5.75 1.84 6.13 -0.929
C -3.79 3.15 5.27 -0.671
H -3.95 0.72 7.59 0.246
H -6.06 1.52 5.14 0.339
H -6.31 2.74 6.39 0.308
H -5.99 1.06 6.84 0.286
H -3.05 2.72 4.60 0.297
H -3.30 3.92 5.87 0.018
H -4.59 3.60 4.69 0.315
C -9.56 1.78 5.43 0.098
O -8.50 1.21 5.60 -0.560
N -9.97 2.31 4.26 0.156
C -11.23 2.99 4.12 -0.852
C -9.10 2.18 3.09 -0.617
H -10.29 1.93 6.25 0.242
H -11.85 2.48 3.37 0.292
H -11.08 4.02 3.79 0.314
H -11.76 2.99 5.07 0.286
H -8.92 1.13 2.88 0.268
H -8.14 2.66 3.30 0.193
H -9.56 2.65 2.23 0.221
C -10.15 3.96 -0.58 0.132
O -9.85 3.03 0.14 -0.630
N -11.40 4.19 -1.03 0.113
C -11.70 5.32 -1.89 -0.932
C -12.46 3.28 -0.64 -0.858
H -9.41 4.70 -0.93 0.288
H -12.44 5.97 -1.42 0.341
H -12.11 4.97 -2.84 0.343
H -10.80 5.89 -2.08 0.289
H -12.56 3.27 0.45 0.213
H -12.23 2.27 -0.97 0.298
H -13.39 3.61 -1.09 0.376
C 10.24 -4.16 -1.61 0.089
O 10.74 -3.60 -2.57 -0.625
N 10.33 -5.48 -1.36 0.122
C 9.71 -6.09 -0.21 -0.912
C 11.07 -6.31 -2.29 -1.001
H 9.65 -3.62 -0.85 0.323
H 10.46 -6.57 0.43 0.368
H 8.98 -6.84 -0.52 0.316
H 9.19 -5.33 0.37 0.308
H 12.11 -5.98 -2.36 0.294
H 10.64 -6.24 -3.29 0.306
H 11.05 -7.34 -1.95 0.402
C -0.93 7.77 8.96 0.118
O -1.19 8.94 9.21 -0.600
N -1.84 6.83 8.69 0.131
C -1.48 5.45 8.39 -0.745
C -3.25 7.20 8.69 -0.978
H 0.11 7.39 8.93 0.265
H -1.83 5.18 7.40 0.158
H -1.93 4.78 9.13 0.348
H -0.40 5.34 8.42 0.302
H -3.43 7.98 7.95 0.310
H -3.53 7.59 9.67 0.308
H -3.85 6.33 8.46 0.363

***

Entry 8:
14
Properties=species:S:1:pos:R:3:mulliken_charge:R:1 method="wB97M-V/def2-TZVPD" smiles=CC[C@@](C)(F)Cl
C 1.43 -0.76 -0.07 -0.899
C 0.37 -0.20 -0.94 -0.679
C -0.86 0.22 -0.30 1.073
C -0.85 0.85 1.11 -1.517
H 1.42 0.05 0.68 0.186
H 1.23 -1.68 0.48 0.277
H 2.31 -0.82 -0.70 0.335
H 0.12 -1.06 -1.68 0.303
H 0.68 0.69 -1.59 0.278
H 0.13 1.32 1.46 0.299
H -0.89 0.10 1.83 0.476
H -1.77 1.36 1.18 0.369
F -1.37 1.08 -1.26 -0.298
Cl -1.95 -1.15 -0.19 -0.204

***

Energy readings, ordered: -4243.2369, -2455.3262, -4180.3591, -903.0306, -407.2158, -2577.4758, -7856.9752, -717.2327 Ha
F_max readings, ordered: 1.3, 8.3, 11.2, 2.2, 4.2, 2.4, 1.7, 4.7 eV/Å
M readings, ordered: 512.49, 677.54, 484.50, 244.31, 241.43, 595.69, 975.69, 110.56 g/mol